Computed, not measured: the ion C19H23N4 with charge +1, with wB97M-V/def2-TZVPD.

Geometry as XYZ:
```
46
Properties=species:S:1:pos:R:3:mulliken_charge:R:1
C -2.01985 -2.47987 -0.72856 -0.884
N -0.75966 -2.93713 -0.10147 0.080
C -0.50699 -4.38162 -0.00335 -0.626
C 0.92210 -4.46669 0.56906 -0.660
N 1.34163 -3.06047 0.65877 0.086
C 2.65711 -2.70184 1.14773 -1.000
C 0.37702 -2.24067 0.22118 0.714
N 0.65395 -0.95996 0.09722 -0.176
C -0.47078 0.26595 -0.01237 0.907
C -0.14270 0.90367 -1.29193 0.456
C -0.07256 0.19426 -2.51436 -0.460
C 0.00136 0.83398 -3.75257 -0.663
C 0.05668 2.22503 -3.84953 -0.987
C 0.05679 2.92908 -2.66716 -0.468
C 0.07754 2.31353 -1.40298 0.511
N 0.24892 3.07215 -0.22645 -0.109
C 0.23064 4.50794 -0.36390 -1.485
C -0.19701 2.56412 1.02510 0.369
C -0.46727 3.42277 2.11183 -0.316
C -0.71410 2.96140 3.39148 -0.881
C -0.74004 1.58242 3.56367 -0.700
C -0.59009 0.70176 2.48797 -0.555
C -0.40308 1.15913 1.15184 -0.228
H -1.99092 -1.43949 -1.06272 0.499
H -2.19469 -3.13127 -1.59087 0.341
H -2.82910 -2.62784 -0.02502 0.321
H -1.20222 -4.86618 0.71167 0.321
H -0.55218 -4.82759 -1.02353 0.365
H 0.92146 -4.92375 1.57790 0.341
H 1.63542 -5.00302 -0.09165 0.350
H 2.94024 -1.67665 0.91929 0.397
H 2.74195 -2.88088 2.22063 0.341
H 3.38376 -3.38186 0.70551 0.340
H 1.50606 -0.70591 0.64949 0.057
H -1.25938 -0.55949 0.01876 0.512
H 0.04677 -0.90854 -2.47044 0.243
H -0.00185 0.24685 -4.66577 0.394
H -0.08629 2.72473 -4.83265 0.352
H -0.10740 4.00053 -2.78761 0.278
H 0.74652 4.95257 0.48652 0.425
H 0.70728 4.84076 -1.31386 0.357
H -0.85020 4.82499 -0.37269 0.463
H -0.62314 4.47820 1.96161 0.380
H -1.06928 3.63692 4.20933 0.354
H -0.89385 1.20054 4.56640 0.389
H -0.50856 -0.38255 2.69852 0.253
```

- relative energy (zero: lowest compared OMol25 entry of this formula, charge and spin) (kcal/mol) = 14.97
- max |F| (eV/Å) = 3.99
- molar mass (Da) = 307.42
- SMILES = CN1CCN(C)C1=[NH+]C1c2ccccc2N(C)c2ccccc21
- HOMO energy (eV) = -10.43
- E_tot (a.u.) = -956.58146
- net charge = +1